Entry 1:
The following is a quantum chemistry calculation of a 5-piece molecular cluster, H10O5 overall, from OMol25.

Last column: Löwdin charge in e.
Cartesian coordinates (Å):
O: 8.204 -19.428 -12.041  -0.055
O: 13.026 -18.436 -9.791  -0.053
O: 18.733 -18.133 -12.366  -0.054
O: 12.158 -18.191 -5.175  -0.055
O: 9.297 -22.589 -8.175  -0.054
H: 12.681 -17.980 -5.948  0.025
H: 9.512 -21.816 -8.698  0.026
H: 12.246 -19.139 -5.076  0.028
H: 8.460 -22.892 -8.527  0.027
H: 7.795 -20.080 -12.610  0.028
H: 18.250 -17.337 -12.586  0.026
H: 12.530 -18.831 -10.507  0.027
H: 19.468 -18.146 -12.978  0.028
H: 13.472 -17.689 -10.191  0.027
H: 8.437 -18.709 -12.629  0.028

Its LUMO energy is 0.016 Eh. The HOMO energy comes out at -11.2379 eV. Its SMILES is O.O.O.O.O. Its relative energy (zero: lowest compared OMol25 entry of this formula, charge and spin) is 1.472 eV. As for the net charge: 0. As for the gap between HOMO and LUMO: 11.7 eV. The calculation puts the strongest force on any atom at 0.28 eV/A.

Entry 2:
The following is a quantum chemistry calculation of H10O5 as an isolated structure in a non-equilibrium geometry, from OMol25.

Last column: Löwdin charge in e.
Cartesian coordinates (Å):
O: 1.125 0.175 1.603  -0.010
O: -1.163 0.709 1.797  -0.055
O: 0.315 0.663 -2.574  -0.077
O: 0.042 0.573 -0.441  -0.045
O: -1.100 -1.262 -1.205  0.015
H: -0.357 -0.297 -0.449  -0.031
H: -0.254 0.999 1.718  -0.020
H: -1.381 -2.119 -0.884  0.085
H: -0.432 -1.459 -1.862  0.068
H: 1.402 -0.740 1.550  0.109
H: -1.390 0.881 2.711  0.044
H: 1.905 0.644 1.899  0.106
H: 0.364 0.681 0.454  -0.022
H: 0.913 -0.081 -2.647  0.008
H: 0.008 0.635 -1.668  -0.174

Its LUMO energy is -0.001 Eh. The HOMO energy comes out at -9.2131 eV. Its relative energy (zero: lowest compared OMol25 entry of this formula, charge and spin) is 4.077 eV. As for the net charge: 0. As for the gap between HOMO and LUMO: 9.2 eV. The calculation puts the strongest force on any atom at 5.12 eV/A.

Entry 3:
The following is a quantum chemistry calculation of a 5-piece molecular cluster, H10O5 overall in a non-equilibrium geometry, from OMol25.

Last column: Löwdin charge in e.
Cartesian coordinates (Å):
O: -4.834 0.493 0.105  -0.061
O: -0.736 -1.565 -0.499  -0.109
O: 2.105 2.137 -0.352  -0.041
O: -0.485 0.198 -0.162  -0.119
O: 4.307 -0.820 0.120  -0.046
H: 2.332 1.320 0.106  0.014
H: -5.690 0.229 0.460  0.035
H: -4.327 -0.326 0.081  0.027
H: -1.415 0.263 -0.408  0.058
H: 2.130 2.808 0.340  0.049
H: 3.598 -0.211 0.359  0.007
H: 4.105 -1.621 0.616  0.039
H: -1.039 -1.747 0.398  0.057
H: 0.031 -2.138 -0.609  0.058
H: -0.083 0.981 -0.554  0.033

Its LUMO energy is 0.011 Eh. The HOMO energy comes out at -8.3713 eV. Its SMILES is O.O.O.O.O. Its relative energy (zero: lowest compared OMol25 entry of this formula, charge and spin) is 4.146 eV. As for the net charge: 0. As for the gap between HOMO and LUMO: 8.7 eV. The calculation puts the strongest force on any atom at 8.77 eV/A.

Entry 4:
The following is a quantum chemistry calculation of a 5-piece molecular cluster, H10O5 overall in a non-equilibrium geometry, from OMol25.

Last column: Löwdin charge in e.
Cartesian coordinates (Å):
O: -1.636 3.663 0.334  -0.051
O: 0.188 0.045 -0.611  -0.060
O: 2.200 -2.953 1.179  -0.111
O: -1.265 -1.283 -2.280  -0.107
O: 0.773 1.630 1.791  -0.100
H: 0.364 -0.622 -1.356  0.070
H: 2.459 -2.641 0.242  0.072
H: -2.138 2.925 0.660  0.016
H: 0.755 0.849 1.144  0.035
H: -0.712 0.131 -0.607  -0.028
H: 1.660 1.834 2.089  0.019
H: -1.117 3.841 1.116  0.022
H: -1.332 -2.259 -1.894  0.128
H: 1.921 -3.870 0.941  0.040
H: -2.120 -1.289 -2.748  0.055

Its LUMO energy is 0.002 Eh. The HOMO energy comes out at -10.6176 eV. Its SMILES is O.O.O.O.O. Its relative energy (zero: lowest compared OMol25 entry of this formula, charge and spin) is 1.872 eV. As for the net charge: 0. As for the gap between HOMO and LUMO: 10.7 eV. The calculation puts the strongest force on any atom at 4.98 eV/A.

Entry 5:
The following is a quantum chemistry calculation of a 5-piece molecular cluster, H10O5 overall, from OMol25.

Last column: Löwdin charge in e.
Cartesian coordinates (Å):
O: -0.929 -0.502 0.602  -0.052
O: -0.047 -0.991 -2.105  -0.024
O: 2.977 -0.260 -1.261  -0.051
O: -0.337 2.135 0.157  -0.061
O: -0.923 -0.047 3.209  -0.062
H: -1.740 -1.011 0.579  0.077
H: -1.876 -0.143 3.214  0.025
H: 2.045 -0.444 -1.374  -0.014
H: -0.166 -1.870 -2.465  0.065
H: 3.018 0.682 -1.094  0.032
H: -0.564 -0.592 -0.279  0.016
H: -0.661 -0.301 2.324  -0.029
H: 0.033 2.428 0.990  0.033
H: -0.011 -0.421 -2.873  0.067
H: -0.819 1.338 0.376  -0.022

Its LUMO energy is 0.001 Eh. The HOMO energy comes out at -10.9610 eV. Its SMILES is O.O.O.O.O. Its relative energy (zero: lowest compared OMol25 entry of this formula, charge and spin) is 0.890 eV. As for the net charge: 0. As for the gap between HOMO and LUMO: 11.0 eV. The calculation puts the strongest force on any atom at 0.82 eV/A.

Entry 6:
The following is a quantum chemistry calculation of a 5-piece molecular cluster, H10O5 overall in a non-equilibrium geometry, from OMol25.

Last column: Löwdin charge in e.
Cartesian coordinates (Å):
O: -6.311 29.274 6.503  -0.030
O: -11.845 27.725 4.021  -0.041
O: -7.750 28.029 8.464  -0.074
O: -10.070 29.229 5.950  -0.010
O: -9.082 28.956 2.565  -0.043
H: -11.341 27.399 3.277  0.025
H: -10.258 28.945 6.818  0.027
H: -5.478 29.737 6.561  0.058
H: -8.401 27.325 8.166  0.070
H: -7.437 28.410 7.669  -0.067
H: -9.105 28.941 3.539  0.020
H: -8.659 29.735 2.244  0.020
H: -9.216 29.645 5.998  0.029
H: -6.288 28.839 5.648  0.057
H: -11.321 28.395 4.407  -0.042

Its LUMO energy is -0.002 Eh. The HOMO energy comes out at -10.9329 eV. Its SMILES is O.O.O.O.O. Its relative energy (zero: lowest compared OMol25 entry of this formula, charge and spin) is 1.225 eV. As for the net charge: 0. As for the gap between HOMO and LUMO: 10.9 eV. The calculation puts the strongest force on any atom at 3.23 eV/A.

Entry 7:
The following is a quantum chemistry calculation of a 5-piece molecular cluster, H10O5 overall, from OMol25.

Last column: Löwdin charge in e.
Cartesian coordinates (Å):
O: 17.844 2.065 -8.069  -0.040
O: 15.277 3.488 -6.555  -0.050
O: 16.090 6.368 -6.943  -0.054
O: 18.341 1.492 -5.575  -0.063
O: 13.107 4.787 -8.145  -0.036
H: 18.198 1.932 -6.413  -0.041
H: 16.024 5.440 -6.716  -0.014
H: 15.388 2.562 -6.771  0.034
H: 17.668 1.850 -4.997  0.028
H: 12.347 5.081 -7.643  0.052
H: 17.465 2.329 -8.907  0.061
H: 13.256 5.483 -8.785  0.047
H: 18.005 1.126 -8.163  0.061
H: 14.607 3.798 -7.165  -0.009
H: 16.402 6.371 -7.848  0.025

Its LUMO energy is 0.009 Eh. The HOMO energy comes out at -10.8386 eV. Its SMILES is O.O.O.O.O. Its relative energy (zero: lowest compared OMol25 entry of this formula, charge and spin) is 0.996 eV. As for the net charge: 0. As for the gap between HOMO and LUMO: 11.1 eV. The calculation puts the strongest force on any atom at 0.74 eV/A.

Entry 8:
The following is a quantum chemistry calculation of a 5-piece molecular cluster, H10O5 overall, from OMol25.

Last column: Löwdin charge in e.
Cartesian coordinates (Å):
O: -2.608 -1.165 -3.332  -0.052
O: -0.230 -0.463 2.140  -0.054
O: -2.549 4.679 4.908  -0.055
O: 1.935 -0.239 -1.355  -0.052
O: 3.164 -3.880 -2.336  -0.054
H: 3.118 -4.237 -3.223  0.029
H: -2.686 5.527 5.331  0.028
H: 2.517 -0.425 -0.618  0.035
H: 2.813 -2.993 -2.416  0.015
H: -0.243 -0.555 1.187  0.021
H: -0.967 0.116 2.335  0.029
H: -3.146 -0.651 -2.731  0.028
H: -1.598 4.589 4.853  0.027
H: 2.186 0.639 -1.644  0.031
H: -1.707 -0.940 -3.100  0.024

Its LUMO energy is 0.010 Eh. The HOMO energy comes out at -11.4766 eV. Its SMILES is O.O.O.O.O. Its relative energy (zero: lowest compared OMol25 entry of this formula, charge and spin) is 1.387 eV. As for the net charge: 0. As for the gap between HOMO and LUMO: 11.8 eV. The calculation puts the strongest force on any atom at 0.34 eV/A.

Q: Number 2 is which compound?
A: H10O5

Q: Number 7 is which compound?
A: H10O5

Q: Look up the LUMO energy of the second one.
A: -0.001 Eh